Record 1
Computed, not measured: a cluster of 2 separate species, C4H11NO2 in total, with ωB97M-V/def2-TZVPD.

Calculated values
SMILES   CC(C)C(N)=O.O
E   -364.24822 a.u.
ΔE to the lowest compared entry with this formula, charge and spin   52.4 kJ/mol

ORCA input file:
```
! RIJCOSX wB97M-V def2-TZVPD def2/J DEFGRID3
* xyz 0 1
C -1.142 0.315 1.313
C 0.347 -0.108 1.132
C 0.534 -1.601 0.901
C 1.039 0.761 -0.012
N 0.204 0.954 -1.046
O 2.235 1.078 0.078
H -1.237 1.433 1.244
H -1.703 -0.249 0.597
H -1.569 0.021 2.271
H 0.898 0.173 2.018
H -0.248 -2.143 1.483
H 1.538 -2.000 1.079
H 0.220 -1.782 -0.161
H -0.467 0.282 -1.214
H 0.651 1.346 -1.795
O -2.134 -0.798 -1.812
H -2.032 -1.738 -2.073
H -2.960 -0.470 -2.257
*
```



Record 2
Computed, not measured: a structure of composition C32H24NO4P2PdS2, with ωB97M-V/def2-TZVPD.

Calculated values
E   -3196.10844 a.u.

ORCA input file:
```
! RIJCOSX wB97M-V def2-TZVPD def2/J DEFGRID3
* xyz 1 5
Pd -0.737 0.027 0.162
S 1.831 0.167 0.533
P 1.290 -0.004 2.467
C -0.424 0.117 2.214
P -1.897 0.219 3.144
S -3.292 0.153 1.694
C -1.951 1.723 4.103
C -2.730 1.815 5.256
C -2.795 3.016 5.948
C -2.088 4.120 5.488
C -1.322 4.033 4.330
C -1.253 2.837 3.633
C -1.928 -1.172 4.273
C -1.424 -1.053 5.569
C -1.335 -2.174 6.382
C -1.745 -3.412 5.903
C -2.249 -3.533 4.612
C -2.340 -2.416 3.793
C 1.735 -1.550 3.236
C 1.036 -2.698 2.857
C 1.372 -3.921 3.413
C 2.411 -4.002 4.334
C 3.117 -2.864 4.699
C 2.781 -1.632 4.154
C 1.875 1.321 3.520
C 1.575 1.283 4.885
C 1.899 2.361 5.693
C 2.523 3.475 5.140
C 2.824 3.512 3.787
C 2.497 2.436 2.969
H -3.290 0.957 5.610
H -3.400 3.091 6.844
H -2.141 5.057 6.031
H -0.778 4.898 3.971
H -0.659 2.769 2.730
H -1.105 -0.086 5.945
H -0.952 -2.081 7.391
H -1.678 -4.285 6.541
H -2.577 -4.499 4.246
H -2.741 -2.496 2.791
H 0.241 -2.631 2.126
H 0.830 -4.814 3.126
H 2.676 -4.960 4.764
H 3.934 -2.935 5.407
H 3.333 -0.745 4.438
H 1.094 0.410 5.313
H 1.667 2.336 6.751
H 2.779 4.317 5.773
H 3.315 4.380 3.363
H 2.720 2.458 1.909
O -1.451 1.099 -1.709
C -2.632 0.914 -1.902
C -3.394 -0.281 -1.455
C -4.755 -0.189 -1.471
C -5.520 -1.277 -1.056
C -4.973 -2.520 -0.702
C -3.623 -2.666 -0.722
C -2.760 -1.534 -1.024
O -1.526 -1.667 -0.940
N -6.997 -1.110 -0.999
O -7.435 -0.040 -1.360
O -7.623 -1.996 -0.462
H -3.213 1.673 -2.445
H -5.250 0.723 -1.780
H -5.633 -3.331 -0.433
H -3.142 -3.603 -0.477
*
```



Record 3
Computed, not measured: the molecule C2H2N4, with ωB97M-V/def2-TZVPD.

Calculated values
SMILES   C1=NC2n3n1n32
E   -296.25538 a.u.
ΔE to the lowest compared entry with this formula, charge and spin   445.0 kJ/mol

ORCA input file:
```
! RIJCOSX wB97M-V def2-TZVPD def2/J DEFGRID3
* xyz 0 1
C -1.049 -0.457 -0.251
N -0.143 -1.123 0.323
C 0.890 -0.128 0.406
N 0.251 1.295 0.543
N -0.634 0.906 -0.545
N 0.842 0.824 -0.678
H -2.012 -0.826 -0.581
H 1.855 -0.490 0.783
*
```